(1)
56
Properties=species:S:1:pos:R:3:forces:R:3:lowdin_charge:R:1 method="wB97M-V/def2-TZVPD" e_homo_ev=-7.483 de_lowest_kcal_mol=475.7 spin_multiplicity=1 e_tot_ev=-32399.1898 molar_mass_da=376.5
C -6.8345 -2.7573 0.8993 4.45 -1.56 3.22 -0.05
C -5.7558 -1.7724 0.2583 -4.01 -2.59 2.62 -0.26
C -4.5099 -2.0567 -0.2478 -6.20 -9.41 4.08 -0.10
C -3.7144 -1.2573 -0.7507 6.51 1.92 -3.74 -0.16
C -4.0550 -0.0410 -0.9259 -4.45 10.21 2.72 -0.14
C -5.3983 0.4288 -0.2493 1.11 0.35 -1.89 0.07
C -6.3169 -0.5375 0.3743 6.86 4.41 -4.43 -0.06
H -7.2144 -0.0577 0.4407 -2.82 -0.07 1.30 0.08
H -5.7020 1.5752 -0.4463 0.63 -2.88 0.62 0.14
N -3.2005 1.0425 -1.3493 -5.57 2.06 3.18 -0.11
C -2.0610 0.8913 -1.9544 4.96 -8.56 -4.56 -0.29
H -2.2411 -0.1531 -2.6067 0.55 2.20 0.91 0.17
C -0.8289 0.4203 -1.0751 -2.84 5.94 2.22 0.04
N -0.6745 1.9923 -0.3104 -2.80 -5.21 -5.85 -0.18
C -1.9225 2.2746 0.2104 1.53 2.61 8.75 -0.27
C -3.1271 2.3338 -0.5571 6.64 -2.20 -7.97 -0.13
H -3.9341 2.5133 -0.1274 -6.74 1.85 4.11 0.02
H -2.8408 3.0535 -1.3660 -1.08 0.08 0.42 0.15
H -1.6562 3.3758 0.7346 -1.27 -2.24 -1.02 0.18
H -2.2291 1.6190 1.2445 0.98 1.10 -2.20 0.17
C 0.4804 2.1132 0.2965 5.07 3.22 6.25 -0.24
H 0.4367 3.2722 0.8181 0.89 -2.15 -1.93 0.17
C 0.7297 1.4240 1.7524 0.98 -3.79 -0.53 -0.35
O 1.3727 2.1257 2.8215 4.55 1.04 -5.59 -0.10
H 2.3427 2.3330 2.0924 -3.79 -0.27 4.11 0.25
C 1.5600 0.0093 1.4446 -5.17 -1.88 2.01 -0.16
O 2.7358 0.1257 0.8777 -4.76 12.49 0.93 -0.04
C 3.6113 -0.5391 0.5079 6.75 -14.64 -2.78 -0.27
C 3.2427 -2.0714 0.8515 6.45 0.36 -3.46 0.06
C 4.3002 -3.0387 0.4262 -3.71 4.09 0.22 -0.03
C 5.4589 -2.5269 -0.2724 -5.71 -4.24 3.18 -0.10
C 5.7104 -1.3007 -0.5710 0.61 5.05 0.11 -0.23
C 6.9827 -0.8204 -1.0177 0.60 -12.84 0.71 -0.08
C 7.1932 0.3370 -1.2682 0.95 11.91 -1.39 -0.12
C 6.2454 1.3717 -0.8675 3.25 6.17 -2.01 -0.14
C 5.1371 1.2720 -0.2554 -3.82 -6.84 1.18 0.00
C 4.8255 -0.2820 -0.2358 -3.91 3.79 3.20 -0.02
H 4.3671 1.8330 0.2625 0.62 0.73 -0.58 0.10
H 6.4801 2.5256 -1.0266 0.60 -2.44 -0.02 0.14
H 8.0304 0.8989 -1.6060 1.26 -0.82 -0.50 0.11
H 7.7499 -1.6923 -1.1661 -1.20 1.85 0.10 0.17
H 6.0329 -3.3107 -0.2764 4.44 -3.66 -1.28 0.05
H 3.9397 -4.0839 0.5568 1.35 0.60 -0.19 0.10
H 2.3543 -2.5085 1.2234 -0.91 0.36 0.54 0.05
H 0.7962 -0.6038 0.7156 1.85 1.02 1.73 0.16
H 1.7787 -0.5864 2.4053 -1.06 0.73 -0.99 0.16
H -0.1505 0.9837 2.2000 -0.70 0.24 -0.12 0.12
H 1.4949 1.7721 -0.2512 -2.51 1.47 0.40 0.16
H 0.1034 0.4326 -1.5807 0.77 -1.20 -0.23 0.10
H -1.2159 -0.1153 -0.1704 1.13 -0.53 -1.21 0.11
H -1.7263 1.5157 -2.7536 -0.03 1.30 -0.09 0.12
H -2.7913 -1.5442 -1.1253 1.72 -0.88 -0.56 0.11
H -4.1998 -3.1301 -0.2977 -0.59 0.73 0.52 0.15
H -6.3993 -3.8441 0.9007 -0.81 1.82 0.42 0.09
H -7.6855 -2.8263 0.3424 -2.39 0.22 -1.52 0.01
H -7.1074 -2.4080 2.0506 0.80 -1.03 -3.09 0.13

(2)
59
Properties=species:S:1:pos:R:3:forces:R:3:lowdin_charge:R:1 method="wB97M-V/def2-TZVPD" e_homo_ev=-8.149 de_lowest_kcal_mol=36.7 spin_multiplicity=1 e_tot_ev=-47347.2960 molar_mass_da=440.6
C -1.6066 -1.7634 -4.5307 0.06 -0.06 0.04 -0.05
C -0.9035 -1.0698 -3.4037 -0.04 0.02 0.03 -0.28
C 0.2601 -0.3438 -3.6217 -0.09 -0.01 0.05 -0.04
C 0.9292 0.2719 -2.5818 0.10 0.10 0.23 0.00
C 0.4419 0.1864 -1.2788 -0.55 -0.43 -0.55 -0.26
C -0.7353 -0.5243 -1.0568 -0.10 0.11 -0.12 -0.02
C -1.3880 -1.1457 -2.1045 0.11 0.02 -0.15 -0.03
H -2.2997 -1.6910 -1.9072 -0.11 -0.06 0.02 0.12
H -1.1476 -0.5689 -0.0633 -0.12 -0.02 0.01 0.09
N 1.1424 0.7477 -0.2040 0.11 -0.50 1.07 -0.17
S 1.0163 0.0264 1.3039 0.20 -0.22 -0.24 0.70
O -0.3113 0.1124 1.8549 0.01 -0.30 -0.18 -0.30
O 2.0774 0.5684 2.0986 0.24 0.02 -0.07 -0.27
C 1.3685 -1.6717 0.8796 -0.41 0.38 0.27 -0.27
C 0.4800 -2.6618 1.1725 -0.02 0.24 0.10 0.01
C 0.7660 -3.9942 0.8061 0.36 -0.03 -0.14 -0.15
C -0.1226 -5.0541 1.0816 -0.04 -0.17 -0.01 -0.03
C 0.1839 -6.3334 0.7098 -0.21 0.15 0.13 -0.08
C 1.3904 -6.6093 0.0471 0.24 0.08 -0.11 -0.07
C 2.2719 -5.6027 -0.2344 -0.04 -0.18 -0.01 -0.03
C 1.9878 -4.2714 0.1348 -0.32 0.02 0.16 -0.16
C 2.8824 -3.2123 -0.1387 0.00 0.34 0.06 0.00
C 2.5797 -1.9317 0.2277 0.36 -0.25 -0.17 -0.04
H 3.2474 -1.1072 0.0358 0.17 0.03 -0.10 0.12
H 3.8111 -3.4348 -0.6432 0.10 0.01 -0.05 0.12
H 3.2013 -5.8126 -0.7435 0.09 -0.03 -0.05 0.11
H 1.6164 -7.6261 -0.2381 0.05 -0.07 -0.04 0.10
H -0.4990 -7.1420 0.9236 -0.08 -0.04 0.03 0.10
H -1.0480 -4.8333 1.5925 -0.11 0.00 0.06 0.11
H -0.4389 -2.4194 1.6840 -0.16 0.00 0.03 0.12
C 1.7731 2.0411 -0.3032 0.09 0.87 0.11 -0.13
H 2.3660 2.1220 -1.2161 0.00 -0.11 0.08 0.12
H 2.4379 2.1367 0.5562 0.09 0.14 -0.18 0.12
C 0.7284 3.1662 -0.2886 -0.18 -0.33 0.26 -0.35
C 0.1463 3.3324 1.1191 0.05 -0.14 -0.40 -0.14
N -1.0239 4.2007 1.0809 0.19 0.12 -0.04 -0.16
C -1.2581 4.9325 2.3187 -0.17 -0.10 0.25 -0.16
C -1.8150 4.0372 3.4320 0.19 0.28 -0.08 -0.19
O -3.0183 3.4231 3.0227 -0.11 0.05 0.02 -0.13
C -2.8130 2.6448 1.8593 0.08 0.00 -0.31 -0.18
C -2.2507 3.4989 0.7150 -0.20 -0.10 0.16 -0.14
H -2.0633 2.8668 -0.1538 -0.05 0.00 -0.07 0.12
H -2.9863 4.2628 0.4430 -0.04 -0.12 -0.05 0.13
H -3.7918 2.2450 1.5887 0.08 -0.05 -0.05 0.13
H -2.1343 1.8082 2.0802 -0.09 0.06 0.00 0.10
H -2.0609 4.6263 4.3175 0.11 -0.04 -0.01 0.12
H -1.0741 3.2690 3.7010 -0.04 0.04 0.04 0.13
H -0.3282 5.4042 2.6413 -0.01 0.04 0.01 0.12
H -1.9908 5.7151 2.0959 0.04 0.02 0.11 0.12
H -0.0622 2.3426 1.5368 -0.07 0.20 0.10 0.08
H 0.9141 3.8038 1.7383 0.03 -0.05 -0.01 0.14
O 1.3418 4.3551 -0.7290 0.21 0.12 -0.04 -0.01
H 0.7400 5.0760 -0.5050 -0.07 -0.02 0.00 0.09
H -0.0742 2.8884 -0.9932 0.08 -0.02 0.14 0.14
H 1.8349 0.8195 -2.7882 0.12 0.05 -0.01 0.11
H 0.6567 -0.2611 -4.6235 0.04 0.02 -0.10 0.11
H -1.3929 -1.2776 -5.4796 -0.04 0.00 -0.09 0.08
H -1.2723 -2.7993 -4.5977 -0.03 -0.07 -0.07 0.08
H -2.6823 -1.7685 -4.3705 -0.08 -0.02 -0.05 0.08